DFT (wB97M-V/def2-TZVPD) results for 4 unconnected molecules or ions with the total composition C48H108F6P4 at a distorted geometry.

Properties
Orbital gap = 10.708 eV
Total charge = +2
LUMO energy = -3.66 eV

Element x y z (Å)
C (5.539, -10.265, 3.785)
C (5.815, -9.573, 2.452)
C (4.892, -8.375, 2.223)
C (5.180, -7.636, 0.917)
P (4.033, -6.262, 0.475)
C (2.511, -6.999, -0.088)
C (2.608, -7.877, -1.319)
C (1.252, -8.147, -1.973)
C (0.454, -6.983, -2.594)
C (4.817, -5.294, -0.838)
C (3.919, -4.232, -1.489)
C (4.586, -3.772, -2.792)
C (4.277, -4.633, -4.030)
C (3.699, -5.236, 1.901)
C (4.938, -4.573, 2.562)
C (5.083, -3.103, 2.306)
C (6.354, -2.523, 2.984)
H (6.320, -10.982, 4.010)
H (4.514, -10.636, 3.720)
H (5.440, -9.513, 4.573)
H (5.608, -10.323, 1.685)
H (6.820, -9.166, 2.325)
H (4.912, -7.603, 3.001)
H (3.827, -8.653, 2.203)
H (5.226, -8.302, 0.053)
H (6.169, -7.200, 1.100)
H (1.897, -6.103, -0.246)
H (2.031, -7.609, 0.683)
H (3.166, -8.813, -1.282)
H (3.176, -7.339, -2.101)
H (0.692, -8.597, -1.142)
H (1.412, -8.906, -2.740)
H (0.249, -6.213, -1.851)
H (-0.441, -7.445, -3.001)
H (1.031, -6.541, -3.408)
H (5.441, -5.927, -1.482)
H (5.707, -4.817, -0.400)
H (3.940, -3.413, -0.767)
H (2.868, -4.485, -1.629)
H (5.668, -3.705, -2.628)
H (4.377, -2.713, -2.965)
H (4.164, -5.688, -3.794)
H (5.013, -4.367, -4.786)
H (3.340, -4.272, -4.462)
H (3.003, -5.672, 2.614)
H (3.176, -4.358, 1.493)
H (5.872, -5.042, 2.225)
H (4.909, -4.793, 3.632)
H (4.214, -2.525, 2.625)
H (5.249, -2.901, 1.242)
H (7.269, -3.029, 2.688)
H (6.171, -2.538, 4.060)
H (6.423, -1.466, 2.726)
C (-3.187, 6.976, -8.387)
C (-4.435, 7.011, -7.505)
C (-4.240, 6.782, -5.984)
C (-3.673, 5.377, -5.669)
P (-3.875, 4.760, -3.942)
C (-5.646, 5.144, -3.483)
C (-5.862, 6.335, -2.533)
C (-7.324, 6.605, -2.222)
C (-8.002, 5.544, -1.332)
C (-3.520, 2.989, -3.927)
C (-3.498, 2.377, -2.512)
C (-2.882, 0.976, -2.356)
C (-3.317, 0.293, -1.056)
C (-2.741, 5.644, -2.855)
C (-1.207, 5.546, -3.040)
C (-0.335, 6.436, -2.198)
C (-0.462, 7.931, -2.561)
H (-3.430, 7.094, -9.439)
H (-2.603, 6.071, -8.218)
H (-2.504, 7.794, -8.138)
H (-5.055, 6.179, -7.854)
H (-5.036, 7.918, -7.545)
H (-5.177, 6.952, -5.461)
H (-3.454, 7.480, -5.686)
H (-2.618, 5.302, -5.948)
H (-4.105, 4.586, -6.294)
H (-6.048, 4.221, -3.066)
H (-6.069, 5.353, -4.465)
H (-5.485, 7.235, -3.036)
H (-5.192, 6.360, -1.670)
H (-7.978, 6.671, -3.094)
H (-7.346, 7.573, -1.715)
H (-8.093, 4.664, -1.972)
H (-8.953, 5.774, -0.861)
H (-7.334, 5.339, -0.488)
H (-2.619, 2.765, -4.506)
H (-4.294, 2.413, -4.444)
H (-4.538, 2.341, -2.171)
H (-2.990, 3.035, -1.800)
H (-1.794, 1.091, -2.359)
H (-3.036, 0.339, -3.229)
H (-2.650, -0.553, -0.874)
H (-4.337, -0.054, -1.216)
H (-3.223, 0.878, -0.143)
H (-2.932, 5.311, -1.828)
H (-3.057, 6.692, -2.804)
H (-0.940, 5.668, -4.095)
H (-0.991, 4.497, -2.801)
H (0.713, 6.147, -2.231)
H (-0.694, 6.418, -1.162)
H (-1.497, 8.268, -2.587)
H (-0.019, 8.133, -3.540)
H (0.125, 8.523, -1.860)
C (0.811, 2.029, -2.008)
C (0.803, 2.624, -0.619)
C (-0.465, 2.317, 0.191)
C (-0.380, 2.973, 1.586)
P (-0.744, 1.913, 2.989)
C (-1.943, 0.650, 2.503)
C (-2.704, 0.007, 3.636)
C (-3.898, -0.931, 3.379)
C (-3.531, -2.255, 2.714)
C (0.749, 1.002, 3.535)
C (0.828, 0.267, 4.853)
C (2.046, -0.644, 5.063)
C (3.384, 0.096, 5.041)
C (-1.335, 2.867, 4.452)
C (-0.286, 3.947, 4.849)
C (0.130, 3.840, 6.300)
C (-0.981, 4.067, 7.357)
H (0.534, 0.974, -2.013)
H (1.724, 2.117, -2.603)
H (0.156, 2.592, -2.688)
H (0.733, 3.731, -0.662)
H (1.809, 2.668, -0.190)
H (-0.453, 1.217, 0.225)
H (-1.373, 2.481, -0.386)
H (-1.154, 3.751, 1.614)
H (0.515, 3.572, 1.762)
H (-1.337, -0.083, 1.965)
H (-2.665, 1.029, 1.771)
H (-3.095, 0.763, 4.321)
H (-2.028, -0.684, 4.154)
H (-4.643, -0.401, 2.767)
H (-4.447, -1.013, 4.318)
H (-2.977, -2.143, 1.782)
H (-4.394, -2.877, 2.466)
H (-2.936, -2.911, 3.354)
H (1.559, 1.739, 3.466)
H (0.940, 0.313, 2.699)
H (-0.044, -0.375, 4.999)
H (0.793, 1.038, 5.626)
H (2.038, -1.454, 4.332)
H (1.912, -1.128, 6.030)
H (3.693, 0.395, 4.037)
H (4.203, -0.529, 5.405)
H (3.416, 0.976, 5.687)
H (-1.510, 2.084, 5.195)
H (-2.320, 3.315, 4.315)
H (-0.719, 4.921, 4.619)
H (0.591, 3.827, 4.209)
H (0.894, 4.535, 6.661)
H (0.608, 2.876, 6.484)
H (-0.698, 3.668, 8.330)
H (-1.894, 3.529, 7.087)
H (-1.220, 5.120, 7.494)
P (0.260, -2.627, 0.445)
F (-0.399, -2.775, 1.939)
F (1.703, -2.647, 1.209)
F (0.317, -4.247, 0.270)
F (1.005, -2.574, -0.994)
F (-1.213, -2.596, -0.197)
F (0.282, -0.999, 0.585)

Löwdin atomic charge list, values in e, 99 entries: number 1, C, carries -0.10; number 2, C, carries -0.26; number 3, C, carries -0.27; number 4, C, carries -0.27; number 5, P, carries 1.01; number 6, C, carries -0.27; number 7, C, carries -0.26; number 8, C, carries -0.26; number 9, C, carries -0.08; number 10, C, carries -0.27; number 11, C, carries -0.23; number 12, C, carries -0.26; number 13, C, carries -0.09; number 14, C, carries -0.24; number 15, C, carries -0.25; number 16, C, carries -0.27; number 17, C, carries -0.09; number 18, H, carries 0.08; number 19, H, carries 0.08; number 20, H, carries 0.07; number 21, H, carries 0.11; number 22, H, carries 0.11; number 23, H, carries 0.11; number 24, H, carries 0.11; number 25, H, carries 0.10; number 26, H, carries 0.10; number 27, H, carries 0.08; number 28, H, carries 0.12; number 29, H, carries 0.11; number 30, H, carries 0.10; number 31, H, carries 0.11; number 32, H, carries 0.11; number 33, H, carries 0.06; number 34, H, carries 0.08; number 35, H, carries 0.07; number 36, H, carries 0.11; number 37, H, carries 0.10; number 38, H, carries 0.10; number 39, H, carries 0.10; number 40, H, carries 0.10; number 41, H, carries 0.11; number 42, H, carries 0.06; number 43, H, carries 0.07; number 44, H, carries 0.07; number 45, H, carries 0.11; number 46, H, carries 0.07; number 47, H, carries 0.10; number 48, H, carries 0.12; number 49, H, carries 0.10; number 50, H, carries 0.10; number 51, H, carries 0.07; number 52, H, carries 0.07; number 53, H, carries 0.07; number 54, C, carries -0.09; number 55, C, carries -0.25; number 56, C, carries -0.23; number 57, C, carries -0.27; number 58, P, carries 1.05; number 59, C, carries -0.22; number 60, C, carries -0.26; number 61, C, carries -0.25; number 62, C, carries -0.10; number 63, C, carries -0.26; number 64, C, carries -0.25; number 65, C, carries -0.24; number 66, C, carries -0.08; number 67, C, carries -0.28; number 68, C, carries -0.24; number 69, C, carries -0.26; number 70, C, carries -0.09; number 71, H, carries 0.08; number 72, H, carries 0.07; number 73, H, carries 0.08; number 74, H, carries 0.11; number 75, H, carries 0.11; number 76, H, carries 0.09; number 77, H, carries 0.11; number 78, H, carries 0.09; number 79, H, carries 0.10; number 80, H, carries 0.09; number 81, H, carries 0.09; number 82, H, carries 0.10; number 83, H, carries 0.11; number 84, H, carries 0.11; number 85, H, carries 0.11; number 86, H, carries 0.07; number 87, H, carries 0.08; number 88, H, carries 0.07; number 89, H, carries 0.11; number 90, H, carries 0.11; number 91, H, carries 0.11; number 92, H, carries 0.08; number 93, H, carries 0.08; number 94, H, carries 0.12; number 95, H, carries 0.07; number 96, H, carries 0.09; number 97, H, carries 0.04; number 98, H, carries 0.10; number 99, H, carries 0.09

DFT (wB97M-V/def2-TZVPD) results for C9H14Se in the gas phase at a distorted geometry.

Properties
Orbital gap = 8.809 eV
LUMO energy = 0.88 eV
SMILES = CCC[C@@H]1[Se][C@@H]2C=C[C@H]1C2

Element x y z (Å)
C (2.037, 1.331, -2.297)
C (1.530, 0.085, -1.574)
C (-0.054, 0.225, -1.492)
C (-0.779, -0.613, -0.421)
Se (-2.589, 0.049, 0.088)
C (-1.980, -0.309, 2.007)
C (-1.024, 0.756, 2.227)
C (0.128, 0.393, 1.676)
C (-0.091, -0.902, 0.952)
C (-1.125, -1.569, 1.864)
H (1.764, 1.380, -3.321)
H (3.134, 1.159, -2.474)
H (1.804, 2.311, -1.898)
H (1.979, 0.144, -0.571)
H (1.765, -0.749, -2.102)
H (-0.560, 0.146, -2.440)
H (-0.219, 1.344, -1.442)
H (-0.982, -1.526, -0.916)
H (-2.841, -0.436, 2.626)
H (-1.451, 1.580, 2.817)
H (1.091, 0.987, 1.636)
H (0.777, -1.479, 0.893)
H (-1.669, -2.303, 1.356)
H (-0.645, -2.005, 2.804)

The computed natural (NBO) charges, all in e, follow: number 1, C, carries -0.61; number 2, C, carries -0.39; number 3, C, carries -0.43; number 4, C, carries -0.32; number 5, Se, carries 0.19; number 6, C, carries -0.33; number 7, C, carries -0.22; number 8, C, carries -0.20; number 9, C, carries -0.29; number 10, C, carries -0.40; number 11, H, carries 0.20; number 12, H, carries 0.21; number 13, H, carries 0.21; number 14, H, carries 0.20; number 15, H, carries 0.20; number 16, H, carries 0.21; number 17, H, carries 0.21; number 18, H, carries 0.21; number 19, H, carries 0.23; number 20, H, carries 0.23; number 21, H, carries 0.22; number 22, H, carries 0.22; number 23, H, carries 0.21; number 24, H, carries 0.22

DFT (wB97M-V/def2-TZVPD) results for 13 unconnected molecules or ions with the total composition C5H37N2O13 at a distorted geometry.

Properties
Orbital gap (alpha / beta) = 10.283 / 5.447 eV
LUMO energy (alpha / beta) = -0.13 / -4.92 eV
⟨S²⟩ = 0.76
Spin multiplicity = 2

Element x y z (Å)
C (-0.076, -0.980, -0.901)
C (-0.401, 0.496, -0.774)
C (-1.779, 0.817, -1.409)
C (-1.668, 0.918, -2.932)
N (-0.782, 1.959, -3.442)
N (-0.362, 0.899, 0.634)
C (0.842, 1.659, 1.097)
O (1.962, 0.948, 0.739)
H (0.965, -1.155, -0.645)
H (-0.220, -1.304, -1.928)
H (-0.700, -1.598, -0.249)
H (0.330, 1.112, -1.289)
H (-2.504, 0.040, -1.150)
H (-2.187, 1.735, -0.989)
H (-2.652, 1.099, -3.365)
H (-1.321, -0.018, -3.367)
H (-1.003, 2.855, -3.031)
H (0.202, 1.767, -3.274)
H (-0.470, 0.060, 1.239)
H (0.803, 1.763, 2.186)
H (0.903, 2.654, 0.651)
H (-0.849, -3.577, 0.833)
H (-2.315, -2.992, 0.627)
O (-1.689, -3.352, 1.287)
H (2.405, -0.363, -2.854)
H (3.250, -1.242, -1.966)
O (2.718, -1.274, -2.786)
H (1.294, -2.844, 0.823)
H (1.128, -3.406, -0.593)
O (0.887, -3.589, 0.325)
H (2.292, 1.356, -0.859)
H (3.429, 1.664, -1.862)
O (2.464, 1.671, -1.775)
H (3.068, 0.885, 2.115)
H (3.222, 1.245, 3.596)
O (3.549, 0.634, 2.930)
H (-3.514, 0.463, 1.667)
H (-3.186, 0.984, 0.265)
O (-3.808, 0.416, 0.722)
H (-0.814, 3.672, -0.850)
H (-1.209, 3.063, 0.496)
O (-1.340, 3.839, -0.057)
H (-3.587, -1.229, 0.052)
H (-2.881, -1.737, -1.220)
O (-3.352, -2.056, -0.438)
H (-1.926, 1.525, 2.556)
H (-1.870, 0.064, 3.051)
O (-2.435, 0.881, 3.059)
H (2.425, -1.273, 2.521)
H (1.799, -0.507, 1.338)
O (1.820, -1.408, 1.775)
H (3.678, -1.545, 0.305)
H (3.315, -0.115, -0.039)
O (3.882, -0.844, -0.323)
H (-1.151, -2.090, 2.269)
H (0.184, -1.349, 2.479)
O (-0.763, -1.294, 2.732)

The computed natural (NBO) charges, all in e, follow: number 1, C, carries -0.64; number 2, C, carries -0.12; number 3, C, carries -0.42; number 4, C, carries -0.23; number 5, N, carries -0.82; number 6, N, carries -0.32; number 7, C, carries 0.05; number 8, O, carries -0.78; number 9, H, carries 0.23; number 10, H, carries 0.24; number 11, H, carries 0.24; number 12, H, carries 0.24; number 13, H, carries 0.21; number 14, H, carries 0.21; number 15, H, carries 0.21; number 16, H, carries 0.20; number 17, H, carries 0.35; number 18, H, carries 0.37; number 19, H, carries 0.44; number 20, H, carries 0.18; number 21, H, carries 0.19; number 22, H, carries 0.50; number 23, H, carries 0.50; number 24, O, carries -1.00; number 25, H, carries 0.47; number 26, H, carries 0.49; number 27, O, carries -0.98; number 28, H, carries 0.50; number 29, H, carries 0.48; number 30, O, carries -0.97; number 31, H, carries 0.49; number 32, H, carries 0.49; number 33, O, carries -1.00; number 34, H, carries 0.48; number 35, H, carries 0.47; number 36, O, carries -0.96; number 37, H, carries 0.51; number 38, H, carries 0.46; number 39, O, carries -0.97; number 40, H, carries 0.47; number 41, H, carries 0.45; number 42, O, carries -0.91; number 43, H, carries 0.51; number 44, H, carries 0.46; number 45, O, carries -0.96; number 46, H, carries 0.45; number 47, H, carries 0.51; number 48, O, carries -0.95; number 49, H, carries 0.52; number 50, H, carries 0.50; number 51, O, carries -1.03; number 52, H, carries 0.49; number 53, H, carries 0.48; number 54, O, carries -0.95; number 55, H, carries 0.52; number 56, H, carries 0.49; number 57, O, carries -1.04

DFT (wB97M-V/def2-TZVPD) results for a molecular structure, C4H5ClCuN at a distorted geometry.

Properties
Orbital gap (alpha / beta) = 9.126 / 6.311 eV
Total charge = +1
LUMO energy (alpha / beta) = -4.62 / -7.43 eV
⟨S²⟩ = 0.76
Spin multiplicity = 2

Element x y z (Å)
Cu (-3.285, 1.582, -0.194)
Cl (-2.590, 0.027, -1.231)
N (-0.359, -0.696, -0.185)
C (0.576, -0.061, -0.983)
C (1.611, 0.373, -0.258)
C (1.193, 0.151, 1.087)
C (0.029, -0.583, 1.089)
H (-1.237, -1.070, -0.515)
H (0.333, 0.086, -2.025)
H (2.490, 0.855, -0.660)
H (1.763, 0.374, 1.977)
H (-0.525, -1.039, 1.896)

The computed natural (NBO) charges, all in e, follow: number 1, Cu, carries 0.83; number 2, Cl, carries -0.74; number 3, N, carries -0.50; number 4, C, carries 0.18; number 5, C, carries -0.30; number 6, C, carries -0.11; number 7, C, carries 0.15; number 8, H, carries 0.46; number 9, H, carries 0.25; number 10, H, carries 0.28; number 11, H, carries 0.25; number 12, H, carries 0.25

Per-record total energy, Eh: -3858.06544 -2752.68665 -1300.27956 -2310.51707